Entry from the OMol25 dataset: a cluster of 14 separate species, C46H129N9O14 in total in a non-equilibrium geometry (wB97M-V/def2-TZVPD).

```
198
Properties=species:S:1:pos:R:3
C -3.46 -2.03 2.81
C -3.17 -0.58 3.37
O -4.13 0.38 3.08
H -2.57 -2.66 2.82
H -3.68 -1.96 1.74
H -4.26 -2.58 3.29
H -2.15 -0.21 3.21
H -3.18 -0.70 4.46
H -4.96 0.03 3.39
C 0.51 -4.66 -3.16
C 0.45 -5.68 -2.03
O -0.43 -5.14 -1.06
H 0.90 -3.72 -2.77
H -0.46 -4.38 -3.57
H 1.10 -5.13 -3.95
H 1.45 -5.81 -1.61
H 0.13 -6.69 -2.29
H 0.12 -4.63 -0.45
C 5.19 -0.55 4.37
C 4.09 0.45 4.03
O 3.23 0.57 5.16
H 4.73 -1.53 4.50
H 5.65 -0.25 5.31
H 5.91 -0.52 3.56
H 3.57 0.24 3.10
H 4.63 1.40 3.92
H 3.76 1.04 5.82
C 0.07 3.10 5.24
C -0.21 1.58 5.29
O 0.61 0.93 6.21
H -0.74 3.66 4.77
H 0.98 3.39 4.71
H 0.19 3.59 6.21
H -0.02 1.15 4.31
H -1.26 1.35 5.46
H 1.50 0.80 5.85
C 0.08 -1.03 -4.57
C -0.22 -0.11 -5.77
O -1.50 -0.36 -6.26
H -0.02 -2.09 -4.79
H -0.49 -0.71 -3.70
H 1.10 -0.92 -4.22
H 0.48 -0.47 -6.53
H -0.06 0.94 -5.53
H -1.62 -1.26 -6.58
C -4.61 1.34 -5.45
C -4.43 0.51 -4.13
C -4.67 -1.03 -4.30
O -4.46 -1.57 -3.03
C -4.39 -3.00 -2.92
N -3.07 0.72 -3.68
H -4.41 2.41 -5.36
H -5.63 1.25 -5.81
H -3.94 1.03 -6.25
H -5.04 0.89 -3.31
H -3.98 -1.48 -5.02
H -5.68 -1.25 -4.67
H -3.69 -3.38 -3.66
H -5.38 -3.44 -3.00
H -4.06 -3.22 -1.90
H -2.93 0.02 -2.96
H -2.41 0.51 -4.41
C 1.06 -5.53 2.00
C 0.74 -4.05 1.91
C 1.40 -3.24 2.96
O 0.85 -3.54 4.22
C 1.51 -2.92 5.29
N 0.94 -3.47 0.60
H 0.51 -6.07 1.23
H 0.94 -5.96 2.99
H 2.08 -5.77 1.69
H -0.33 -3.95 2.12
H 1.25 -2.19 2.71
H 2.46 -3.50 2.97
H 1.36 -1.85 5.37
H 2.56 -3.17 5.42
H 0.99 -3.33 6.16
H 0.52 -2.56 0.62
H 1.93 -3.49 0.38
C 0.35 0.72 1.86
C 1.01 0.35 0.50
C -0.12 -0.03 -0.54
O -0.88 -1.15 -0.11
C -1.68 -1.81 -1.07
N 1.62 1.59 0.08
H -0.21 -0.08 2.34
H -0.34 1.57 1.80
H 1.14 1.05 2.54
H 1.74 -0.45 0.47
H 0.38 -0.15 -1.50
H -0.81 0.78 -0.79
H -2.12 -2.64 -0.51
H -1.12 -2.16 -1.93
H -2.54 -1.26 -1.46
H 0.89 2.30 0.17
H 2.35 1.85 0.73
C 3.73 -2.32 -3.13
C 3.51 -1.55 -1.80
C 4.34 -2.09 -0.64
O 3.71 -3.12 0.16
C 4.69 -3.87 0.84
N 3.58 -0.10 -2.01
H 3.56 -3.39 -3.05
H 4.74 -2.13 -3.48
H 3.08 -2.00 -3.95
H 2.48 -1.72 -1.48
H 4.59 -1.25 0.02
H 5.32 -2.36 -1.01
H 5.44 -4.37 0.23
H 4.17 -4.66 1.38
H 5.19 -3.27 1.61
H 3.30 0.36 -1.14
H 2.86 0.17 -2.66
C 2.30 2.80 -5.18
C 2.41 2.63 -3.66
C 2.53 3.95 -2.93
O 3.85 4.44 -3.12
C 4.10 5.74 -2.62
N 1.33 1.86 -3.14
H 3.21 3.17 -5.64
H 1.46 3.40 -5.55
H 2.19 1.81 -5.62
H 3.24 1.95 -3.45
H 2.33 3.86 -1.86
H 1.91 4.67 -3.46
H 5.06 6.16 -2.93
H 4.16 5.65 -1.53
H 3.30 6.42 -2.92
H 0.52 2.44 -3.34
H 1.37 1.83 -2.12
C -0.33 4.40 1.79
C -0.54 4.69 0.31
C 0.63 5.57 -0.14
O 0.64 6.86 0.48
C 1.68 7.67 -0.02
N -0.57 3.40 -0.39
H 0.51 3.79 2.11
H -1.21 3.85 2.14
H -0.28 5.32 2.37
H -1.49 5.18 0.13
H 0.65 5.69 -1.23
H 1.60 5.11 0.07
H 2.68 7.26 0.13
H 1.67 8.60 0.55
H 1.54 7.91 -1.08
H -1.43 2.95 -0.09
H -0.76 3.44 -1.38
C 6.28 1.69 0.67
C 5.18 2.48 -0.09
C 4.55 3.58 0.88
O 3.85 2.90 1.87
C 3.36 3.83 2.81
N 5.75 3.04 -1.30
H 6.64 0.76 0.23
H 5.90 1.43 1.65
H 7.18 2.29 0.83
H 4.35 1.84 -0.39
H 3.86 4.15 0.26
H 5.35 4.25 1.22
H 2.81 3.27 3.57
H 2.66 4.54 2.37
H 4.14 4.35 3.36
H 4.99 3.32 -1.90
H 6.15 2.23 -1.76
C -6.66 -6.46 2.92
C -5.16 -6.71 2.99
C -4.32 -5.79 2.11
O -4.63 -6.02 0.70
C -3.70 -5.35 -0.13
N -4.80 -6.56 4.38
H -7.11 -6.77 1.98
H -6.85 -5.41 3.17
H -7.16 -6.98 3.74
H -5.06 -7.75 2.67
H -3.25 -5.97 2.18
H -4.44 -4.74 2.37
H -2.71 -5.78 -0.02
H -3.60 -4.28 0.08
H -4.08 -5.35 -1.15
H -4.99 -5.58 4.58
H -3.79 -6.64 4.38
C -5.32 1.09 -0.42
C -4.18 2.12 -0.44
C -4.65 3.57 0.00
O -5.14 4.21 -1.21
C -5.13 5.63 -1.22
N -3.13 1.76 0.54
H -5.01 0.17 -0.93
H -6.19 1.45 -0.97
H -5.56 0.81 0.60
H -3.66 2.15 -1.40
H -3.75 4.07 0.34
H -5.30 3.58 0.87
H -5.31 5.98 -2.24
H -4.22 6.08 -0.83
H -5.96 5.97 -0.60
H -2.66 0.94 0.19
H -3.56 1.40 1.38
```

The charge is 0. The gap between HOMO and LUMO comes out at 9.41 eV. Its HOMO energy is -8.95 eV. The lowest unoccupied orbital energy comes out at 0.0170 Ha.

Entry from the OMol25 dataset: a structure of composition C46H30BBrF2N6OS2SbSe4W in a non-equilibrium geometry (wB97M-V/def2-TZVPD).

```
95
Properties=species:S:1:pos:R:3
W -2.34 -0.78 0.09
S 3.01 1.44 -0.94
C 4.59 1.92 -1.39
C 5.06 1.17 -2.43
C 4.12 0.20 -2.86
C 2.96 0.22 -2.14
C 1.78 -0.65 -2.31
C 0.68 -0.54 -1.44
N -0.42 -1.27 -1.47
C -0.49 -2.20 -2.48
C 0.56 -2.41 -3.38
C 0.48 -3.42 -4.39
C -0.62 -4.19 -4.50
C -1.73 -3.98 -3.61
C -2.89 -4.76 -3.72
C -3.94 -4.52 -2.88
C -3.79 -3.48 -1.94
N -2.71 -2.75 -1.79
C -1.67 -3.00 -2.62
C -5.20 -5.30 -2.95
C -5.48 -6.35 -3.77
C -6.79 -6.87 -3.57
C -7.47 -6.20 -2.59
S -6.52 -4.94 -1.93
C 1.71 -1.61 -3.28
H 5.08 2.72 -0.87
H 6.03 1.31 -2.88
H 4.31 -0.49 -3.67
H 0.75 0.20 -0.68
H 1.32 -3.55 -5.06
H -0.69 -4.96 -5.26
H -2.94 -5.52 -4.48
H -4.61 -3.23 -1.28
H -4.80 -6.75 -4.50
H -7.21 -7.70 -4.11
H -8.47 -6.38 -2.23
H 2.52 -1.77 -3.98
C 7.19 8.31 5.12
O 6.30 8.54 4.03
C 5.46 7.54 3.69
C 5.45 6.28 4.27
C 4.54 5.33 3.84
C 3.63 5.62 2.83
C 3.65 6.89 2.25
C 4.55 7.84 2.67
C 2.69 4.57 2.40
N 2.65 3.34 2.86
C 1.65 2.74 2.15
C 1.08 3.60 1.25
N 1.76 4.79 1.41
C 0.05 3.21 0.34
C -0.57 4.09 -0.56
C -1.58 3.62 -1.35
C -1.93 2.27 -1.26
N -1.34 1.40 -0.46
C -0.37 1.87 0.38
C 0.22 0.95 1.33
N -0.20 -0.35 1.29
C 0.39 -1.21 2.10
C 1.38 -0.85 3.03
C 1.78 0.45 3.11
C 1.21 1.38 2.21
H 7.72 9.25 5.28
H 7.91 7.53 4.87
H 6.64 8.04 6.02
H 6.15 6.03 5.06
H 4.53 4.35 4.29
H 2.96 7.16 1.46
H 4.57 8.83 2.23
H 1.59 5.66 0.95
H -0.27 5.13 -0.61
H -2.11 4.26 -2.04
H -2.74 1.92 -1.88
H 0.09 -2.24 2.03
H 1.79 -1.61 3.67
H 2.53 0.79 3.81
Se -8.51 -1.80 0.24
Sb -6.60 -2.89 0.95
Se -2.93 0.69 1.81
Se -4.55 -1.54 0.51
Se -6.12 -4.80 2.16
F -2.57 0.13 -2.97
B -3.33 -0.33 -1.96
F -4.49 -0.82 -2.41
Br -0.82 -6.63 3.38
C -1.22 -5.05 2.44
C -2.02 -4.08 3.03
C -2.33 -2.92 2.34
C -1.85 -2.71 1.03
C -1.06 -3.70 0.47
C -0.73 -4.86 1.17
H -2.41 -4.23 4.03
H -2.94 -2.18 2.82
H -0.62 -3.59 -0.51
H -0.10 -5.61 0.71
```

The charge is +1. The gap between HOMO and LUMO (alpha / beta) comes out at 5.64 / 5.64 eV. Its HOMO energy (alpha / beta) is -9.52 / -9.53 eV. The lowest unoccupied orbital energy (alpha / beta) comes out at -0.1428 / -0.1427 Ha.